Record 1
Formula: C6H6BrNO
Source: the Open Molecules 2025 dataset
Level of theory: ωB97M-V/def2-TZVPD

Output
ΔE to the lowest compared entry with this formula, charge and spin: 43.86 kcal/mol

Last column: Löwdin charge in e.
Positions of all 15 atoms, in Å:
C: 1.926522 0.886890 0.528758  -0.1025
C: 0.613577 0.596917 0.925226  -0.0858
C: 2.369160 0.414613 -0.639954  -0.1561
C: 0.360726 -0.346019 -1.264595  -0.1852
C: -0.219360 0.123680 -0.053579  -0.0703
C: -2.212507 -0.175985 0.479066  -0.6360
N: 1.653351 -0.354111 -1.563853  0.0727
O: -2.254405 -1.374270 1.052966  -0.0845
Br: -3.085471 -0.015763 -1.275383  0.6465
H: 2.531267 1.316570 1.351413  0.1177
H: 0.216895 0.953808 1.867611  0.1078
H: 3.418905 0.359006 -0.962029  0.1077
H: -0.303262 -0.824110 -1.964018  0.0721
H: -2.669192 0.568271 1.107604  0.0665
H: -2.346213 -2.129498 0.410768  0.1295

Cartesian forces, eV/Å:
-0.4 0.2 3.0
-0.8 1.1 -1.0
1.9 -2.7 -3.2
-1.2 -0.5 0.5
-2.5 -0.6 0.9
3.8 0.3 -2.7
-0.6 2.3 2.1
-0.8 -1.9 -0.2
-0.1 -0.2 0.4
0.2 -0.1 -1.2
0.2 -0.2 0.1
-0.3 0.8 0.7
-0.2 -0.2 -0.4
0.5 0.5 0.3
0.4 1.3 0.7

***

Record 2
Formula: C7H15ClI2N2OPRuS
Source: the Open Molecules 2025 dataset
Level of theory: ωB97M-V/def2-TZVPD

Output
Spin multiplicity: 6
ΔE to the lowest compared entry with this formula, charge and spin: 7.73 kcal/mol
Charge: +2

Last column: Löwdin charge in e.
Positions of all 31 atoms, in Å:
I: 2.581962 -1.183527 -0.109818  0.5962
I: -2.028430 -2.786127 -1.267973  0.6861
Ru: -0.399418 -1.068997 -0.335793  0.1981
P: -0.071183 -0.269500 -2.471061  0.6022
C: -1.631674 0.070153 -3.364162  -0.2486
C: 0.969153 1.201506 -2.812969  -0.2523
H: 1.587966 -1.975612 -2.732847  -0.0230
H: 1.086588 -1.316282 -4.322249  0.0749
H: 0.031470 -2.482745 -3.449157  0.0165
C: 0.736785 -1.653797 -3.342083  -0.2783
H: 1.983307 1.010625 -2.448688  0.0269
H: 0.983145 1.421567 -3.889820  0.0772
H: -1.427972 0.496792 -4.352624  0.0733
H: -2.220263 0.786333 -2.779536  0.0587
H: 0.552994 2.045773 -2.255191  0.0294
H: -2.204705 -0.856979 -3.466602  0.0050
C: -1.770200 0.074322 0.085391  -0.5123
O: -2.613951 0.811481 0.418071  0.1280
Cl: 0.673316 1.417102 0.503011  0.0748
S: -0.058140 -2.122013 1.845323  0.7482
C: 0.173375 -0.748651 2.835288  -0.7751
N: 1.320406 -0.206989 3.254770  0.0431
C: 1.105771 1.029322 3.973410  -0.1158
C: -0.419621 1.137145 4.039746  -0.1020
N: -0.861465 -0.017142 3.295269  0.0539
H: 2.227888 -0.470393 2.865963  0.1152
H: 1.584021 1.885373 3.485347  0.1261
H: 1.503024 0.939549 4.988041  0.1398
H: -0.817520 2.061974 3.617299  0.1369
H: -0.755880 1.040454 5.074054  0.1394
H: -1.820752 -0.270703 3.119585  0.1575

Cartesian forces, eV/Å:
-1.0 0.5 0.4
-0.1 -0.6 0.1
2.3 -2.3 0.2
-0.1 0.7 -2.0
0.1 0.0 0.3
-0.2 -0.2 0.6
-0.1 -0.1 -0.4
0.0 -0.1 0.1
0.2 0.1 -0.1
0.0 0.2 0.2
-0.1 0.1 -0.1
-0.1 -0.2 0.3
0.0 -0.1 0.2
0.1 -0.1 -0.2
0.1 -0.1 -0.2
0.1 0.2 -0.1
-5.0 5.0 1.7
2.8 -2.8 -1.2
0.7 -0.6 -0.1
0.3 -0.6 -0.6
-0.1 2.7 1.6
-0.1 -1.4 -1.2
0.3 0.8 0.9
-0.3 0.6 0.8
0.7 -1.6 -1.2
-0.5 0.0 0.3
-0.1 -0.3 -0.1
0.1 0.0 -0.2
0.0 -0.1 0.0
-0.1 0.2 -0.1
0.0 0.1 0.1